# 1
A structure of composition C4H6INO at a distorted geometry, computed with wB97M-V/def2-TZVPD.

Output
* 2S+1: 1
* HOMO level: -8.5 eV
* net charge: 0

```
13
Properties=species:S:1:pos:R:3:nbo_charge:R:1
C 0.480 -1.187 0.556 -0.442
H 1.013 1.020 -1.362 0.196
I -4.369 0.404 -1.511 0.282
C -2.742 0.424 -0.284 -0.364
H 1.423 -1.721 0.471 0.214
H -0.146 -1.425 -0.320 0.198
C -1.921 0.247 0.588 0.051
H 2.347 0.061 -0.651 0.207
H 2.002 1.689 -0.037 0.212
O -0.316 0.990 0.940 -0.280
N 0.720 0.231 0.603 -0.064
H -0.046 -1.513 1.450 0.225
C 1.556 0.779 -0.443 -0.436
```



# 2
The ion C7H15N2Si with charge +1 at a distorted geometry, computed with wB97M-V/def2-TZVPD.

Output
* 2S+1: 1
* SMILES: CC1(C)C=C=[NH+]CCN[SiH2]1
* HOMO level: -13.0 eV
* net charge: +1

```
25
Properties=species:S:1:pos:R:3:nbo_charge:R:1
H -0.118 -0.452 2.179 -0.192
H -1.864 1.586 1.701 0.227
H -2.736 -0.094 1.526 0.239
N 1.058 -1.729 -0.015 -1.073
C 0.790 1.630 0.074 0.457
H -1.804 -1.312 -1.556 0.229
C 2.766 0.294 0.017 -0.245
Si -0.266 -1.180 0.912 1.333
N 1.969 1.496 0.472 -0.450
H 1.301 -2.699 -0.151 0.431
H 1.327 -0.266 -1.421 0.195
H -0.976 -2.518 0.946 -0.133
C -2.135 -0.371 -1.079 -0.623
H -2.201 0.340 -1.934 0.221
C -0.348 1.346 -0.430 -0.204
H 2.980 -0.111 0.969 0.233
H 3.639 0.509 -0.563 0.247
H -2.968 1.495 0.397 0.234
C 1.987 -0.803 -0.747 -0.243
C -1.264 0.155 0.042 -0.496
C -2.269 0.771 0.991 -0.621
H 2.380 2.116 1.103 0.440
H -3.135 -0.694 -0.665 0.248
H 2.634 -1.355 -1.451 0.251
H -0.745 1.846 -1.315 0.296
```